Formula: C7H12N2O2
Source: the Open Molecules 2025 dataset
Level of theory: ωB97M-V/def2-TZVPD

Last column: natural (NBO) charge in e.
CARTESIAN COORDINATES (ANGSTROEM)
C1 -2.115 -0.895 -0.242  0.225
C2 -0.226 0.588 -0.485  0.653
C3 0.796 -1.111 1.100  -0.616
C4 1.467 -0.986 -1.272  -0.589
C5 2.087 0.822 0.314  -0.588
C6 -1.837 0.419 0.226  0.208
C7 0.986 -0.201 -0.058  -0.184
N1 -2.292 -1.972 -0.626  -0.300
N2 -2.662 1.415 -0.365  -0.849
O1 -0.189 1.474 -1.270  -0.527
O2 -1.678 0.515 1.588  -0.673
H1 1.462 -1.905 1.297  0.226
H2 -0.043 -1.586 0.803  0.215
H3 0.396 -0.597 2.048  0.227
H4 1.475 -0.253 -1.979  0.217
H5 2.518 -1.154 -1.147  0.213
H6 0.884 -1.800 -1.594  0.222
H7 2.997 0.351 0.410  0.208
H8 2.321 1.738 -0.344  0.225
H9 1.778 1.220 1.315  0.212
H10 -3.370 1.241 -1.112  0.402
H11 -2.237 2.293 -0.546  0.396
H12 -2.518 0.385 1.940  0.479

Energy above the lowest of the compared OMol25 structures with the same formula, charge and spin   3.2816 eV
HOMO energy   -9.46 eV
Kohn-Sham gap   10.07 eV
Lowest unoccupied orbital energy   0.612 eV
SMILES string   CC(C)(C)C(=O)[C@](N)(O)C#N

***

Formula: C5H42O15
Source: the Open Molecules 2025 dataset
Level of theory: ωB97M-V/def2-TZVPD

Last column: natural (NBO) charge in e.
CARTESIAN COORDINATES (ANGSTROEM)
C1 -1.789 0.461 1.859  -0.677
C2 -1.140 0.927 0.610  -0.432
C3 -0.485 -0.260 -0.178  -0.378
C4 0.971 -0.548 0.112  -0.486
C5 1.934 0.572 -0.214  -0.651
H1 -2.459 -0.421 1.825  0.238
H2 -2.665 1.041 2.215  0.213
H3 -0.897 0.276 2.449  0.233
H4 -0.406 1.714 0.795  0.207
H5 -1.907 1.258 -0.158  0.170
H6 -1.403 -0.947 -0.072  0.239
H7 -0.425 -0.029 -1.376  0.173
H8 1.078 -1.023 1.208  0.225
H9 1.251 -1.547 -0.299  0.199
H10 2.219 1.285 0.589  0.218
H11 2.836 0.166 -0.679  0.215
H12 1.296 1.282 -0.893  0.209
H13 -0.144 -1.837 2.405  0.502
H14 -1.474 -2.304 1.753  0.497
O1 -0.582 -2.535 1.896  -1.020
H15 -0.472 2.057 -1.867  0.508
H16 -0.735 3.522 -2.043  0.483
O2 -1.078 2.801 -1.629  -0.963
H17 1.002 0.876 -4.030  0.489
H18 0.787 0.130 -2.806  0.510
O3 0.823 1.002 -3.112  -0.975
H19 -2.738 0.652 -3.659  0.495
H20 -2.699 0.906 -2.028  0.496
O4 -2.363 0.405 -2.820  -0.972
H21 1.000 -1.841 -1.941  0.496
H22 0.520 -2.234 -3.317  0.488
O5 0.889 -1.563 -2.907  -0.960
H23 1.802 -3.631 0.505  0.489
H24 0.278 -3.467 0.685  0.516
O6 0.906 -3.818 0.035  -1.005
H25 3.552 -0.448 2.215  0.453
H26 3.293 0.220 3.505  0.495
O7 3.501 -0.602 3.046  -0.936
H27 -2.142 3.222 1.305  0.457
H28 -1.403 3.379 -0.018  0.497
O8 -1.583 3.743 0.891  -0.975
H29 1.871 2.420 2.260  0.507
H30 1.686 2.123 3.769  0.478
O9 2.038 1.851 2.981  -0.989
H31 2.234 3.453 0.358  0.502
H32 0.681 3.507 0.784  0.516
O10 1.591 3.428 1.041  -0.969
H33 -3.579 -3.135 1.272  0.479
H34 -2.996 -2.166 0.282  0.497
O11 -3.070 -2.394 1.160  -0.961
H35 2.634 3.137 -2.146  0.473
H36 1.330 2.326 -2.255  0.490
O12 1.676 3.141 -1.899  -0.993
H37 1.091 0.277 3.141  0.510
H38 1.630 -1.281 3.186  0.504
O13 0.812 -0.724 3.352  -1.019
H39 -0.160 -3.724 -1.327  0.500
H40 -1.306 -4.249 -2.018  0.473
O14 -0.545 -3.757 -2.242  -0.985
H41 -2.756 -1.084 -1.631  0.493
H42 -1.745 -2.188 -1.796  0.491
O15 -2.579 -2.050 -1.452  -0.975

Energy above the lowest of the compared OMol25 structures with the same formula, charge and spin   4.0301 eV
HOMO energy   -9.85 eV
Kohn-Sham gap   10.00 eV
Lowest unoccupied orbital energy   0.155 eV

***

Formula: C24H33NO2ReSSbSe4Te
Source: the Open Molecules 2025 dataset
Level of theory: ωB97M-V/def2-TZVPD

Last column: Löwdin spin population.
CARTESIAN COORDINATES (ANGSTROEM)
Re1 3.092 -1.423 -1.224  0.554
Se1 6.366 -4.477 1.934  0.069
Sb1 6.754 -2.494 1.003  0.009
Se2 3.607 -3.546 -1.689  0.254
Se3 4.109 -1.073 0.744  -0.003
Se4 8.176 -1.267 -0.171  0.050
C1 -0.220 -3.439 -0.467  0.002
C2 0.092 -1.975 -0.620  0.031
O1 -0.969 -1.183 -0.320  0.021
N1 1.202 -1.470 -0.871  -0.017
Te1 -1.183 0.738 0.051  0.000
C3 -0.911 0.259 2.139  0.001
C4 -1.498 -0.818 2.850  0.000
C5 -2.334 -1.980 2.294  0.000
C6 -1.222 -0.885 4.222  0.000
C7 -0.545 0.079 4.945  0.000
C8 -0.164 -0.139 6.397  0.000
C9 -0.016 1.147 4.220  0.000
C10 -0.188 1.242 2.824  0.000
C11 0.347 2.435 2.118  0.000
C12 -3.269 0.933 -0.396  0.000
C13 -3.611 0.729 -1.736  0.000
C14 -2.577 0.427 -2.755  0.000
C15 -4.985 0.732 -2.125  0.000
C16 -5.946 1.112 -1.223  0.000
C17 -7.362 1.615 -1.564  0.000
C18 -5.560 1.217 0.144  0.000
C19 -4.242 1.204 0.585  0.000
C20 -3.955 1.672 2.028  0.000
H1 -1.226 -3.518 -0.282  0.000
H2 0.352 -3.974 0.289  0.001
H3 -0.003 -3.968 -1.419  0.002
H4 -3.076 -2.301 3.023  0.000
H5 -1.705 -2.812 1.990  0.000
H6 -2.943 -1.596 1.464  0.000
H7 -1.631 -1.757 4.673  0.000
H8 0.507 -0.950 6.685  0.000
H9 -1.049 -0.275 7.047  0.000
H10 0.267 0.792 6.817  0.000
H11 0.595 1.911 4.640  0.000
H12 0.784 3.146 2.823  0.000
H13 -0.385 2.879 1.516  0.000
H14 1.199 2.019 1.559  0.000
H15 -1.575 0.115 -2.302  0.000
H16 -2.367 1.326 -3.302  0.000
H17 -2.802 -0.251 -3.515  0.000
H18 -5.103 0.656 -3.158  0.000
H19 -7.987 0.769 -1.226  0.000
H20 -7.469 1.635 -2.637  0.000
H21 -7.479 2.633 -1.104  0.000
H22 -6.434 1.399 0.833  0.000
H23 -4.916 2.085 2.351  0.000
H24 -3.140 2.354 2.091  0.000
H25 -3.786 0.872 2.741  0.000
O2 3.784 -0.302 -2.655  0.018
S1 4.397 -0.679 -4.119  0.006
C21 4.694 0.961 -4.883  0.000
C22 5.596 1.709 -3.924  0.000
C23 6.581 0.663 -3.352  0.000
C24 6.132 -0.719 -3.765  0.002
H26 3.776 1.472 -5.210  0.000
H27 5.223 0.577 -5.747  0.000
H28 4.989 2.219 -3.182  0.000
H29 6.139 2.551 -4.483  0.000
H30 6.581 0.593 -2.277  0.000
H31 7.576 0.939 -3.695  0.000
H32 6.274 -1.479 -2.995  0.000
H33 6.645 -1.067 -4.646  0.000

Net charge   +3
<S²>   0.78
HOMO energy (spin up / spin down)   -15.55 / -15.55 eV
Kohn-Sham gap (spin up / spin down)   5.36 / 5.05 eV
Lowest unoccupied orbital energy (spin up / spin down)   -10.191 / -10.500 eV
2S+1   2

***

Formula: C14H38BiI2N6O5P2S
Source: the Open Molecules 2025 dataset
Level of theory: ωB97M-V/def2-TZVPD

Last column: natural (NBO) charge in e.
CARTESIAN COORDINATES (ANGSTROEM)
Bi1 -1.234 -0.889 0.863  1.938
I1 1.135 -0.155 2.211  0.375
C1 0.951 -1.891 3.505  -0.672
I2 -0.855 -2.991 3.130  0.334
H1 0.959 -1.538 4.537  0.257
H2 1.807 -2.536 3.310  0.255
C2 0.417 -4.618 -1.721  -0.413
N1 0.927 -3.335 -2.193  -0.796
C3 1.681 -3.429 -3.440  -0.418
P1 1.414 -2.225 -1.079  2.546
O1 0.535 -2.277 0.139  -1.215
O2 1.112 -0.841 -1.895  -1.112
P2 0.466 0.609 -1.722  2.552
O3 -0.389 0.694 -0.455  -1.228
N2 -0.534 0.711 -3.029  -0.793
C4 -1.439 1.853 -3.067  -0.417
C5 -0.198 0.192 -4.350  -0.410
N3 1.737 1.627 -1.519  -0.805
C6 1.716 2.727 -0.572  -0.401
C7 2.667 1.810 -2.627  -0.416
N4 2.988 -2.043 -0.621  -0.805
C8 3.487 -2.865 0.479  -0.415
C9 4.013 -1.713 -1.604  -0.412
H3 1.216 -5.339 -1.546  0.207
H4 -0.252 -5.021 -2.480  0.231
H5 -0.140 -4.476 -0.799  0.217
H6 2.557 -4.074 -3.335  0.211
H7 1.995 -2.436 -3.755  0.203
H8 1.027 -3.847 -4.207  0.238
H9 -1.552 2.249 -2.061  0.201
H10 -2.409 1.524 -3.442  0.226
H11 -1.073 2.647 -3.723  0.218
H12 0.518 -0.617 -4.253  0.214
H13 0.217 0.966 -5.001  0.213
H14 -1.107 -0.197 -4.815  0.230
H15 1.062 2.474 0.260  0.195
H16 1.376 3.655 -1.036  0.212
H17 2.725 2.869 -0.191  0.228
H18 2.617 0.954 -3.296  0.210
H19 3.676 1.885 -2.222  0.230
H20 2.463 2.723 -3.192  0.220
H21 2.664 -3.365 0.984  0.210
H22 4.021 -2.233 1.192  0.215
H23 4.178 -3.623 0.108  0.224
H24 3.561 -1.183 -2.437  0.206
H25 4.510 -2.609 -1.983  0.215
H26 4.757 -1.065 -1.138  0.227
O4 -1.651 0.302 2.726  -1.106
S1 -2.865 1.133 3.305  1.198
C10 -2.809 0.759 5.094  -0.560
C11 -2.579 2.082 5.809  -0.419
C12 -1.582 2.854 4.958  -0.419
C13 -2.141 2.804 3.544  -0.557
H27 -1.989 0.058 5.250  0.250
H28 -3.745 0.290 5.388  0.272
H29 -2.211 1.909 6.820  0.267
H30 -3.514 2.638 5.892  0.232
H31 -0.597 2.387 5.012  0.216
H32 -1.488 3.885 5.297  0.265
H33 -1.403 2.999 2.770  0.243
H34 -2.983 3.489 3.440  0.255
N5 -2.867 2.333 0.194  -0.819
C14 -3.660 1.272 -0.037  0.806
N6 -4.857 1.468 -0.573  -0.770
O5 -3.294 0.108 0.278  -0.784
H35 -3.134 3.264 -0.076  0.423
H36 -1.924 2.175 0.503  0.413
H37 -5.205 2.379 -0.827  0.424
H38 -5.473 0.676 -0.681  0.441

Net charge   +3
HOMO energy   -16.79 eV
Kohn-Sham gap   7.47 eV
Lowest unoccupied orbital energy   -9.325 eV

***

Formula: C29H73FN8O22PS6
Source: the Open Molecules 2025 dataset
Level of theory: ωB97M-V/def2-TZVPD

Last column: Löwdin charge in e.
CARTESIAN COORDINATES (ANGSTROEM)
C1 1.535 0.076 1.754  -0.032
C2 0.596 -1.001 1.140  -0.250
C3 -0.214 -0.199 0.042  -0.232
C4 -1.507 0.496 0.457  -0.038
C5 -1.215 2.089 0.475  -0.248
C6 -1.945 2.863 -0.693  0.023
O1 -0.441 2.569 -0.610  -0.143
N1 -0.257 -1.230 -1.011  -0.023
C7 -1.409 -2.146 -1.062  -0.019
C8 -2.089 -2.126 -2.453  -0.455
O2 -2.132 -3.070 -3.095  0.196
F1 -2.671 -0.990 -2.914  0.095
C9 0.940 -1.989 -0.916  -0.242
N2 1.472 -2.369 -2.024  -0.025
N3 2.614 -3.163 -1.961  0.127
C10 0.974 -2.050 -3.380  -0.026
C11 2.175 -1.652 -4.303  -0.618
N4 2.871 -2.796 -4.877  0.092
N5 3.059 -0.668 -3.643  0.096
N6 1.517 -0.963 -5.444  0.077
N7 1.206 -2.195 0.441  0.021
P1 2.758 -2.666 1.062  0.526
N8 2.880 -2.660 2.604  -0.123
O3 2.989 -4.207 0.592  -0.155
O4 3.903 -1.741 0.329  -0.154
H1 1.015 1.053 1.712  0.088
H2 1.758 -0.081 2.821  0.086
H3 2.470 0.227 1.185  0.087
H4 -0.128 -1.383 1.884  0.152
H5 0.576 0.482 -0.331  0.145
H6 -2.352 0.355 -0.229  0.115
H7 -1.721 0.219 1.520  0.106
H8 -1.144 2.601 1.451  0.132
H9 -1.867 3.953 -0.727  0.114
H10 -1.979 2.204 -1.594  0.088
H11 -1.061 -3.188 -0.949  0.150
H12 -2.160 -1.990 -0.269  0.148
H13 3.457 -2.611 -2.098  0.087
H14 2.561 -3.952 -2.599  0.124
H15 0.570 -2.986 -3.806  0.146
H16 0.270 -1.213 -3.415  0.126
H17 2.566 -2.939 -5.838  0.093
H18 3.880 -2.658 -4.881  0.074
H19 4.046 -0.934 -3.703  0.054
H20 2.998 0.221 -4.129  0.082
H21 0.977 -0.160 -5.109  0.036
H22 2.222 -0.560 -6.059  0.094
H23 2.002 -2.333 3.006  -0.011
H24 3.930 -4.429 0.701  0.091
H25 3.498 -1.153 -0.331  0.056
O5 -0.361 1.334 -5.910  -0.293
S1 -1.676 1.913 -5.902  0.580
O6 -2.758 1.298 -6.601  -0.259
O7 -1.572 3.440 -6.340  -0.254
C12 -0.961 3.749 -7.608  -0.245
C13 -1.861 3.402 -8.778  -0.070
C14 -2.170 2.186 -4.234  -0.124
H26 0.007 3.250 -7.691  0.115
H27 -0.771 4.822 -7.604  0.124
H28 -2.024 2.326 -8.848  0.070
H29 -1.415 3.734 -9.716  0.086
H30 -2.839 3.870 -8.663  0.088
H31 -1.365 2.681 -3.695  0.071
H32 -2.380 1.214 -3.788  0.051
H33 -3.072 2.794 -4.237  0.087
O8 -1.530 0.681 3.881  -0.301
S2 -2.227 1.641 4.696  0.587
O9 -1.518 2.683 5.371  -0.267
O10 -3.165 0.891 5.737  -0.275
C15 -2.564 -0.067 6.638  -0.237
C16 -1.761 0.606 7.733  -0.049
C17 -3.511 2.367 3.733  -0.108
H34 -1.953 -0.779 6.078  0.118
H35 -3.382 -0.626 7.087  0.106
H36 -0.896 1.128 7.326  0.056
H37 -1.400 -0.131 8.451  0.092
H38 -2.370 1.345 8.255  0.090
H39 -4.076 1.578 3.240  0.082
H40 -3.040 3.013 2.993  0.066
H41 -4.151 2.955 4.388  0.061
O11 -5.312 1.969 8.358  -0.261
S3 -6.147 1.746 7.218  0.580
O12 -5.925 2.447 5.987  -0.282
O13 -7.671 1.921 7.650  -0.257
C18 -8.071 3.163 8.260  -0.246
C19 -8.153 4.295 7.254  -0.074
C20 -6.211 0.020 6.872  -0.107
H42 -7.398 3.413 9.082  0.118
H43 -9.056 2.990 8.690  0.124
H44 -7.171 4.535 6.846  0.068
H45 -8.549 5.196 7.723  0.084
H46 -8.793 4.018 6.415  0.085
H47 -6.411 -0.520 7.795  0.084
H48 -5.246 -0.267 6.468  0.039
H49 -6.990 -0.162 6.135  0.081
O14 3.580 1.483 8.840  -0.276
S4 3.284 2.880 8.932  0.574
O15 2.100 3.342 9.588  -0.273
O16 3.351 3.519 7.468  -0.263
C21 2.522 2.946 6.443  -0.251
C22 1.060 3.310 6.613  -0.078
C23 4.669 3.727 9.616  -0.122
H50 2.659 1.863 6.412  0.114
H51 2.885 3.345 5.495  0.119
H52 0.648 2.876 7.524  0.065
H53 0.476 2.945 5.778  0.040
H54 0.939 4.392 6.687  0.095
H55 5.572 3.404 9.102  0.075
H56 4.722 3.465 10.671  0.078
H57 4.518 4.798 9.505  0.076
O17 -3.360 -5.434 -8.017  -0.271
S5 -2.422 -4.440 -8.437  0.575
O18 -1.066 -4.462 -7.975  -0.284
O19 -3.042 -2.994 -8.162  -0.258
C24 -3.462 -2.682 -6.823  -0.236
C25 -2.287 -2.440 -5.897  -0.078
C26 -2.411 -4.353 -10.196  -0.121
H58 -4.112 -3.471 -6.438  0.120
H59 -4.062 -1.774 -6.891  0.123
H60 -1.699 -3.347 -5.760  0.071
H61 -2.629 -2.115 -4.929  0.037
H62 -1.621 -1.681 -6.315  0.083
H63 -3.436 -4.306 -10.556  0.076
H64 -1.924 -5.255 -10.564  0.078
H65 -1.848 -3.475 -10.503  0.075
O20 6.238 -2.291 -3.315  -0.311
S6 7.451 -1.655 -2.864  0.575
O21 8.456 -1.235 -3.785  -0.255
O22 8.118 -2.558 -1.737  -0.257
C27 8.433 -3.930 -2.053  -0.248
C28 9.642 -4.046 -2.959  -0.070
C29 7.031 -0.282 -1.842  -0.114
H66 7.562 -4.425 -2.488  0.113
H67 8.643 -4.422 -1.104  0.124
H68 9.446 -3.615 -3.941  0.071
H69 9.914 -5.093 -3.102  0.086
H70 10.493 -3.512 -2.535  0.089
H71 6.284 -0.594 -1.114  0.058
H72 6.626 0.495 -2.489  0.078
H73 7.931 0.077 -1.349  0.083

Net charge   +1
HOMO energy   -11.60 eV
Kohn-Sham gap   8.87 eV
Lowest unoccupied orbital energy   -2.722 eV

***

Formula: C10H14O8PPtS4
Source: the Open Molecules 2025 dataset
Level of theory: ωB97M-V/def2-TZVPD

Last column: Löwdin spin population.
CARTESIAN COORDINATES (ANGSTROEM)
Pt1 0.031 0.854 0.763  0.588
C1 3.727 -2.711 0.214  0.000
C2 4.097 -1.620 -0.774  0.002
O1 2.950 -1.148 -1.511  0.003
P1 1.655 -0.628 -0.733  0.012
S1 0.097 -1.404 0.384  -0.020
S2 2.300 1.154 0.186  0.135
O2 0.722 -0.208 -1.926  0.013
C3 0.997 0.776 -2.953  0.000
C4 1.921 0.246 -4.030  0.000
H1 4.623 -3.102 0.690  0.000
H2 3.213 -3.522 -0.303  0.000
H3 3.063 -2.308 0.981  0.000
H4 4.783 -2.001 -1.528  0.000
H5 4.560 -0.777 -0.257  0.002
H6 1.401 1.676 -2.487  0.000
H7 0.013 1.004 -3.358  0.000
H8 2.940 0.152 -3.661  0.000
H9 1.913 0.927 -4.880  0.000
H10 1.578 -0.733 -4.363  0.000
O3 -1.445 0.987 4.751  0.016
S3 -1.284 1.631 3.476  0.005
O4 -1.613 3.020 3.429  0.005
O5 0.046 1.222 2.879  0.081
C5 -2.447 0.753 2.360  0.021
C6 -3.056 -0.362 2.927  0.001
C7 -3.871 -1.164 2.146  0.012
C8 -4.108 -0.840 0.813  0.005
C9 -3.529 0.281 0.253  0.007
C10 -2.679 1.080 1.022  0.014
S4 -1.921 2.427 0.065  0.004
O6 -1.220 1.592 -0.980  0.058
O7 -2.968 3.236 -0.459  0.010
O8 -0.885 3.047 0.890  0.024
H11 -2.855 -0.566 3.968  0.000
H12 -4.311 -2.052 2.580  0.001
H13 -4.739 -1.473 0.206  0.000
H14 -3.699 0.556 -0.778  0.000

Energy above the lowest of the compared OMol25 structures with the same formula, charge and spin   1.7368 eV
<S²>   0.76
HOMO energy (spin up / spin down)   -9.18 / -9.61 eV
Kohn-Sham gap (spin up / spin down)   6.14 / 6.72 eV
Lowest unoccupied orbital energy (spin up / spin down)   -3.033 / -2.882 eV
2S+1   2

***

The records above yield calculated total energy values of -14526.5085, -36576.1009, -319160.6886, -85747.7063, -165229.7655, -82851.9784 eV, respectively.